#i
The following is a DFT calculation (ωB97M-V/def2-TZVPD) of C55H83FN7O5Ti as an isolated structure.

Values from the calculation:
- HOMO energy (eV) = -13.63
- E_LUMO (eV) = -6.772
- gap between HOMO and LUMO (hartree) = 0.2520

```
! RIJCOSX wB97M-V def2-TZVPD def2/J DEFGRID3
* xyz 3 1
Ti -1.5378 1.0774 1.7794
C -4.5219 1.9288 2.9205
N -3.2510 2.6155 2.5905
C -3.5802 3.6872 1.6276
C -2.7120 3.2439 3.8212
C -1.6988 2.3450 4.4859
N -0.6303 1.9118 3.5401
C 0.2129 3.0730 3.1157
C 0.9100 2.9676 1.7788
C 2.2852 3.1463 1.7199
C 2.9426 3.2652 0.5073
C 2.1522 3.2836 -0.6438
C 0.7729 3.1148 -0.6411
C 0.1662 2.8699 0.6011
O -1.1731 2.5598 0.7066
C -0.0559 3.3116 -1.9188
C 0.8119 3.6814 -3.1242
C -1.0369 4.4709 -1.6831
C -0.8318 2.0419 -2.2889
C 4.4606 3.3710 0.4018
C 4.8591 4.5568 -0.4862
C 5.1093 3.5613 1.7730
C 4.9836 2.0642 -0.2145
C 0.1862 0.9010 4.2807
C 1.3707 0.3707 3.5307
C 2.6161 0.2980 4.1363
C 3.6889 -0.2924 3.4833
C 3.4559 -0.7943 2.2020
C 2.2331 -0.7243 1.5429
C 1.1838 -0.1207 2.2482
O -0.0684 0.0373 1.7130
C 2.0505 -1.3576 0.1589
C 1.0876 -2.5469 0.3000
C 1.5041 -0.3506 -0.8593
C 3.3710 -1.8869 -0.4105
C 5.0534 -0.4820 4.1434
C 6.1884 -0.0941 3.1869
C 5.1912 0.3591 5.4139
C 5.1946 -1.9670 4.5145
H -5.2682 2.6682 3.2249
H -4.3736 1.2155 3.7243
H -4.8822 1.3934 2.0437
H -4.3013 4.3804 2.0721
H -4.0196 3.2350 0.7414
H -2.6824 4.2292 1.3466
H -3.5198 3.4570 4.5264
H -2.2743 4.2049 3.5589
H -2.1820 1.4377 4.8503
H -1.2435 2.8515 5.3423
H 0.9510 3.2664 3.8981
H -0.4411 3.9410 3.0727
H 2.8330 3.1946 2.6516
H 2.6472 3.4453 -1.5895
H 1.3676 4.6045 -2.9580
H 0.1698 3.8372 -3.9935
H 1.5200 2.8887 -3.3734
H -0.4936 5.3914 -1.4660
H -1.7010 4.2645 -0.8432
H -1.6358 4.6457 -2.5826
H -0.1380 1.2357 -2.5359
H -1.4470 2.2362 -3.1755
H -1.4658 1.7111 -1.4676
H 4.4658 5.4924 -0.0851
H 4.5026 4.4475 -1.5112
H 5.9462 4.6371 -0.5279
H 4.7727 4.4837 2.2504
H 6.1921 3.6227 1.6577
H 4.8960 2.7247 2.4418
H 4.5621 1.9023 -1.2097
H 4.7145 1.2136 0.4178
H 6.0707 2.0956 -0.3082
H -0.4899 0.0845 4.5487
H 0.5292 1.3659 5.2093
H 2.7299 0.6946 5.1370
H 4.2835 -1.2660 1.6948
H 0.1431 -2.2349 0.7476
H 1.5275 -3.3147 0.9407
H 0.8875 -2.9852 -0.6844
H 0.5185 0.0251 -0.5970
H 1.4402 -0.8304 -1.8417
H 2.1776 0.5050 -0.9429
H 3.7876 -2.6962 0.1901
H 4.1163 -1.0947 -0.4969
H 3.1898 -2.2841 -1.4118
H 6.1268 0.9579 2.9048
H 6.1913 -0.6925 2.2749
H 7.1478 -0.2540 3.6804
H 5.0432 1.4223 5.2100
H 6.1944 0.2359 5.8219
H 4.4884 0.0492 6.1891
H 5.1438 -2.6024 3.6281
H 4.4020 -2.2737 5.1997
H 6.1548 -2.1434 5.0019
F -1.2471 -1.7236 -4.5266
C -1.5105 -2.3258 -3.3473
C -1.8176 -1.5624 -2.2661
C -2.0173 -2.1611 -1.0106
C -2.2417 -1.3470 0.1691
O -2.2609 -0.0731 0.0824
C -2.3673 -2.0520 1.3854
C -2.2751 -3.4211 1.4067
N -2.0366 -4.1671 0.3274
C -1.9103 -5.6124 0.4668
C -1.1761 -6.1572 1.6506
C -0.5555 -6.2355 0.2892
C -1.8945 -3.5549 -0.9094
C -1.6117 -4.3244 -2.0485
C -1.3906 -3.7321 -3.2768
N -0.9927 -4.4690 -4.3930
C -0.3365 -5.7502 -4.2407
C 0.7304 -5.9097 -5.3149
N 0.1144 -5.7237 -6.6752
C -0.6177 -4.4135 -6.7978
C -1.6434 -4.3232 -5.6820
C -2.4806 -1.3824 2.7155
O -2.3225 -2.0126 3.7308
O -2.7714 -0.0944 2.6735
H -1.8350 -0.4847 -2.3515
H -2.3650 -3.9340 2.3544
H -2.7829 -6.1465 0.1129
H -1.5717 -7.0565 2.0988
H -0.7377 -5.4579 2.3493
H -0.5027 -7.1955 -0.2058
H 0.2693 -5.5616 0.0959
H -1.5581 -5.3979 -1.9564
H -1.0479 -6.5879 -4.2989
H 0.1596 -5.8055 -3.2739
H 1.1855 -6.8980 -5.2873
H 1.5014 -5.1485 -5.2121
H -0.5380 -6.4908 -6.8576
H 0.8385 -5.7878 -7.3933
H -1.0804 -4.3827 -7.7823
H 0.1245 -3.6221 -6.7112
H -2.4005 -5.1111 -5.8188
H -2.1555 -3.3700 -5.7549
N -6.1112 2.0874 -3.4758
C -4.8377 2.8744 -3.2939
C -4.5717 3.0216 -1.8011
N -4.5562 1.7642 -1.0856
C -5.7213 0.9450 -1.3269
C -6.0293 0.7390 -2.8080
H -6.3255 1.9812 -4.4675
H -6.8879 2.6146 -3.0677
H -4.9632 3.8354 -3.7902
H -4.0484 2.3088 -3.7885
H -5.3460 3.6676 -1.3679
H -3.6199 3.5344 -1.6689
H -3.6759 1.2658 -1.1394
H -6.5911 1.4146 -0.8512
H -5.5958 -0.0294 -0.8563
H -6.9776 0.2277 -2.9665
H -5.2310 0.1946 -3.3120
*
```

=====

#ii
The following is a DFT calculation (ωB97M-V/def2-TZVPD) of C55H83FN7O5Ti as an isolated structure.

Values from the calculation:
- HOMO energy (eV) = -13.69
- E_LUMO (eV) = -6.626
- gap between HOMO and LUMO (hartree) = 0.2597

```
! RIJCOSX wB97M-V def2-TZVPD def2/J DEFGRID3
* xyz 3 1
Ti -1.4009 -0.1197 -0.3701
C -1.0563 -2.2893 -2.8527
N -2.0583 -1.7582 -1.8983
C -3.1472 -1.1702 -2.7243
C -2.5852 -2.9091 -1.1255
C -1.7360 -3.1458 0.1050
N -1.8217 -1.9621 0.9830
C -3.1664 -1.9557 1.6385
C -3.7560 -0.6240 2.0157
C -4.4087 -0.4983 3.2339
C -5.2546 0.5770 3.4854
C -5.4451 1.4873 2.4445
C -4.8299 1.3968 1.1931
C -3.9142 0.3493 1.0311
O -3.2189 0.1619 -0.1317
C -5.3024 2.2653 0.0187
C -5.9941 1.3257 -0.9833
C -4.1641 3.0102 -0.6853
C -6.3368 3.3086 0.4491
C -6.0681 0.6368 4.7808
C -5.1911 0.3400 6.0030
C -7.1716 -0.4287 4.6975
C -6.7271 2.0017 4.9880
C -0.8341 -2.0340 2.0856
C 0.5687 -1.6612 1.7461
C 1.6210 -2.5359 1.9983
C 2.9331 -2.1168 1.8553
C 3.1375 -0.7832 1.5002
C 2.1228 0.1377 1.2500
C 0.8101 -0.3600 1.3299
O -0.3097 0.3903 1.0092
C 2.4599 1.6244 1.0612
C 3.9686 1.8819 1.0301
C 1.8900 2.3796 2.2687
C 1.8772 2.2034 -0.2289
C 4.1332 -3.0197 2.1366
C 5.0089 -3.1099 0.8801
C 4.9531 -2.4226 3.2887
C 3.7081 -4.4347 2.5288
H -0.2115 -2.7269 -2.3270
H -0.7021 -1.4916 -3.5022
H -1.5310 -3.0510 -3.4769
H -3.4947 -1.9027 -3.4582
H -3.9702 -0.8688 -2.0875
H -2.7716 -0.2929 -3.2520
H -3.6139 -2.6832 -0.8529
H -2.6082 -3.8028 -1.7560
H -2.0708 -4.0421 0.6396
H -0.6863 -3.2930 -0.1650
H -3.8765 -2.4365 0.9672
H -3.1069 -2.5935 2.5255
H -4.3046 -1.2945 3.9618
H -6.1604 2.2802 2.5921
H -5.2898 0.6122 -1.4049
H -6.8027 0.7725 -0.5031
H -6.4181 1.9063 -1.8035
H -3.3018 2.3836 -0.8885
H -4.5258 3.3999 -1.6385
H -3.8416 3.8702 -0.0985
H -7.2507 2.8581 0.8380
H -5.9396 3.9945 1.2019
H -6.6130 3.9061 -0.4200
H -4.6824 -0.6203 5.9299
H -4.4368 1.1150 6.1515
H -5.8077 0.3118 6.9020
H -6.7480 -1.4297 4.6081
H -7.7910 -0.4039 5.5949
H -7.8142 -0.2543 3.8336
H -5.9911 2.8130 4.9889
H -7.4739 2.2224 4.2259
H -7.2361 2.0190 5.9516
H -1.1934 -1.3219 2.8362
H -0.8709 -3.0332 2.5343
H 1.3906 -3.5391 2.3316
H 4.1573 -0.4382 1.4269
H 4.4596 1.5904 1.9580
H 4.4523 1.3608 0.2005
H 4.1410 2.9502 0.8920
H 2.3607 2.0391 3.1922
H 2.0765 3.4507 2.1639
H 0.8180 2.2138 2.3571
H 2.3542 1.7481 -1.0996
H 0.8024 2.0545 -0.3016
H 2.0823 3.2750 -0.2764
H 5.3481 -2.1228 0.5580
H 5.8903 -3.7200 1.0841
H 4.4568 -3.5693 0.0588
H 5.3380 -1.4314 3.0472
H 4.3498 -2.3391 4.1936
H 5.8057 -3.0656 3.5102
H 3.1263 -4.9184 1.7418
H 4.5940 -5.0444 2.7064
H 3.1214 -4.4413 3.4486
F 4.5855 -3.1301 -2.0260
C 4.0165 -2.0560 -2.6051
C 2.8322 -1.5827 -2.1376
C 2.2032 -0.5161 -2.8066
C 0.9334 -0.0023 -2.3388
O 0.3604 -0.5598 -1.3539
C 0.3988 1.1051 -3.0307
C 1.0635 1.5995 -4.1266
N 2.2058 1.0960 -4.5993
C 2.8415 1.7190 -5.7507
C 1.9875 2.1506 -6.8991
C 2.8908 0.9628 -7.0458
C 2.8210 0.0391 -3.9372
C 4.0676 -0.4399 -4.3710
C 4.6839 -1.4871 -3.7153
N 5.9016 -2.0230 -4.1265
C 6.3573 -1.8882 -5.4907
C 7.0949 -3.1538 -5.9036
N 8.2093 -3.4326 -4.9311
C 7.7298 -3.4963 -3.5046
C 6.9910 -2.2108 -3.1871
C -0.8210 1.8517 -2.5803
O -1.3018 2.7350 -3.2410
O -1.2652 1.4854 -1.3939
H 2.3673 -2.0251 -1.2656
H 0.6524 2.4554 -4.6452
H 3.6861 2.3403 -5.4794
H 2.2551 3.0757 -7.3871
H 0.9255 1.9554 -6.8531
H 3.7816 1.0553 -7.6509
H 2.4139 -0.0080 -7.0671
H 4.5572 0.0328 -5.2072
H 7.0152 -1.0148 -5.6225
H 5.5090 -1.7685 -6.1623
H 7.5404 -3.0652 -6.8929
H 6.4337 -4.0183 -5.8731
H 8.9172 -2.6970 -5.0107
H 8.6760 -4.3063 -5.1828
H 8.6047 -3.6404 -2.8735
H 7.0691 -4.3586 -3.4291
H 7.6896 -1.3610 -3.2401
H 6.6232 -2.2633 -2.1668
N -2.5285 4.3420 4.5877
C -2.7043 2.8375 4.4623
C -1.6360 2.2700 3.5559
N -1.8281 2.7687 2.2005
C -2.3689 4.1184 2.1436
C -1.9500 4.9679 3.3322
H -1.9271 4.5564 5.3830
H -3.4344 4.7633 4.7945
H -3.6958 2.6611 4.0480
H -2.6565 2.4220 5.4652
H -1.7395 1.1821 3.5712
H -0.6466 2.5055 3.9758
H -0.9819 2.6774 1.6553
H -3.4640 4.0805 2.0992
H -2.0432 4.6080 1.2275
H -2.3130 5.9921 3.2770
H -0.8686 4.9795 3.4553
*
```

=====

Most favorable first, least favorable last: #i, #ii

=====

#i
The following is a DFT calculation (ωB97M-V/def2-TZVPD) of one molecule with the formula C4H11NS.

Values from the calculation:
- SMILES = NCCCCS
- HOMO energy (eV) = -9.03
- E_LUMO (eV) = 0.938
- gap between HOMO and LUMO (hartree) = 0.3662

```
! RIJCOSX wB97M-V def2-TZVPD def2/J DEFGRID3
* xyz 0 1
N 0.9906 -1.0569 2.3194
C -0.1487 -0.4752 1.6620
C 0.1030 0.5698 0.4676
C 0.6206 0.1390 -0.9157
C -0.4181 -0.0988 -2.0061
S -1.5863 1.2922 -2.6058
H 1.6380 -0.4368 2.6092
H 1.4706 -1.7607 1.8375
H -0.9575 -1.2031 1.3111
H -0.8698 0.0580 2.4538
H -0.8351 1.1223 0.3309
H 0.7658 1.4329 0.9287
H 1.1071 -0.8595 -0.8273
H 1.3501 0.9245 -1.3968
H -1.1337 -0.9529 -1.8076
H -0.0916 -0.4742 -2.9364
H -2.0049 1.7795 -1.4245
*
```

=====

#ii
The following is a DFT calculation (ωB97M-V/def2-TZVPD) of a 2-piece molecular cluster, C4H11NS overall.

Values from the calculation:
- SMILES = C=CN.CCS
- HOMO energy (eV) = -8.10
- E_LUMO (eV) = 0.875
- gap between HOMO and LUMO (hartree) = 0.3300

```
! RIJCOSX wB97M-V def2-TZVPD def2/J DEFGRID3
* xyz 0 1
C 1.8192 0.9174 2.5520
C 1.8504 0.0237 1.5708
N 1.4916 -1.3054 1.6766
H 2.0412 1.9524 2.3648
H 1.5674 0.6522 3.5656
H 2.1003 0.3197 0.5625
H 1.4128 -1.6610 2.6182
H 1.9333 -1.9422 1.0370
C -2.4878 0.1305 -1.9772
C -1.1614 0.5805 -1.3985
S 0.0352 -0.7995 -1.3016
H -2.3874 -0.1092 -3.0347
H -3.2274 0.9223 -1.8729
H -2.8474 -0.7530 -1.4515
H -0.7040 1.3725 -1.9927
H -1.2707 0.9197 -0.3683
H -0.1652 -1.2206 -2.5500
*
```

=====

Most favorable first, least favorable last: #ii, #i

=====

#i
The following is a DFT calculation (ωB97M-V/def2-TZVPD) of one molecule with the formula C4H11NS.

Values from the calculation:
- SMILES = CCSCNC
- HOMO energy (eV) = -7.97
- E_LUMO (eV) = 0.970
- gap between HOMO and LUMO (hartree) = 0.3286

```
! RIJCOSX wB97M-V def2-TZVPD def2/J DEFGRID3
* xyz 0 1
C -0.1749 2.2691 -0.2401
C 0.6132 1.8685 1.0210
S 0.2589 0.3145 1.7430
C 0.7310 -1.1512 0.6813
N -0.2514 -1.2679 -0.3511
C -0.8269 -2.4050 -0.9952
H -0.7728 1.5119 -0.7416
H 0.4401 2.5515 -1.1016
H -0.9827 3.1189 -0.0476
H 0.3893 2.5938 1.8147
H 1.6549 2.0888 0.7320
H 0.7968 -2.0011 1.3916
H 1.8832 -0.9213 0.2303
H -0.5500 -0.3474 -0.7374
H -0.2822 -3.3561 -0.8965
H -1.1681 -2.2364 -2.0568
H -1.7583 -2.6305 -0.4459
*
```

=====

#ii
The following is a DFT calculation (ωB97M-V/def2-TZVPD) of a 2-piece molecular cluster, C4H11NS overall.

Values from the calculation:
- SMILES = C=NC.CSC
- HOMO energy (eV) = -8.44
- E_LUMO (eV) = 1.098
- gap between HOMO and LUMO (hartree) = 0.3504

```
! RIJCOSX wB97M-V def2-TZVPD def2/J DEFGRID3
* xyz 0 1
C 0.4007 2.3419 1.2816
N 1.2168 2.3416 0.2894
C 2.4456 3.1039 0.2012
H -0.3854 1.6059 1.3918
H 0.8734 2.8387 2.1713
H 2.9501 3.4203 1.1559
H 2.3007 3.9403 -0.3919
H 3.1330 2.3369 -0.2511
C -1.2835 -3.2874 -0.4177
S -1.5198 -1.5007 -0.0829
C 0.0393 -0.9458 -1.0060
H -0.7391 -3.8599 0.4143
H -0.5500 -3.5463 -1.1525
H -2.2030 -3.7342 -0.7391
H -0.2269 -0.4774 -1.9977
H 0.5327 -0.3532 -0.2527
H 0.5017 -1.8254 -1.4028
*
```

=====

Most favorable first, least favorable last: #i, #ii